The following is a DFT calculation (ωB97M-V/def2-TZVPD) of a 12-piece molecular cluster, C48H83N5O14S7 overall.

Summary:
largest force on an atom = 4.00 eV/A
structure (SMILES) = O=S1(=O)CCCC1.O=S1(=O)CCCC1.O=S1(=O)CCCC1.O=S1(=O)CCCC1.O=S1(=O)CCCC1.O=S1(=O)CCCC1.O=S1(=O)CCCC1.c1cc[nH]c1.c1cc[nH]c1.c1cc[nH]c1.c1cc[nH]c1.CCCC#N
calculated total energy = -163075.3673 eV
total charge = 0
gap between HOMO and LUMO = 7.919 eV

CARTESIAN COORDINATES (ANGSTROEM)
O1 4.09065 1.17519 2.90904
S1 2.75929 1.20586 3.48847
O2 1.58104 1.71512 2.79777
C1 2.32699 -0.39842 4.30478
C2 2.55644 -0.07797 5.76676
C3 2.24966 1.40695 6.11153
C4 2.97479 2.20452 5.01464
H1 2.86271 -1.22056 3.83681
H2 1.25476 -0.54577 4.15538
H3 1.98470 -0.78155 6.36868
H4 3.63617 -0.10078 5.93966
H5 2.57394 1.48559 7.14664
H6 1.18639 1.64653 6.05681
H7 4.05264 2.33666 5.15075
H8 2.80791 3.24481 4.72553
O3 2.96835 4.69139 2.67952
S2 2.02150 4.99532 1.65302
O4 0.60497 5.17075 1.99584
C5 2.67505 6.27111 0.51188
C6 2.26375 5.72175 -0.86978
C7 2.61309 4.24532 -0.93663
C8 1.92891 3.69203 0.31348
H9 3.76209 6.19193 0.51570
H10 2.26690 7.24949 0.74688
H11 1.19294 5.94162 -0.93002
H12 2.68394 6.39584 -1.61949
H13 3.68518 4.06034 -0.87580
H14 2.24062 3.94492 -1.91671
H15 2.37482 2.82588 0.80433
H16 0.87311 3.43061 0.28197
O5 2.04896 -0.70036 -4.28012
S3 0.88439 -1.00223 -5.08603
O6 -0.45779 -1.03956 -4.53301
C9 0.72308 -0.02364 -6.59475
C10 0.24937 -0.92414 -7.73640
C11 0.51887 -2.41278 -7.45639
C12 1.16278 -2.52774 -6.06318
H17 1.73454 0.30193 -6.84945
H18 0.17459 0.87952 -6.33266
H19 -0.76485 -0.68414 -8.06148
H20 0.73341 -0.64398 -8.67709
H21 1.20031 -2.88573 -8.15804
H22 -0.48040 -2.83561 -7.54758
H23 2.25446 -2.53799 -6.12149
H24 0.96255 -3.45407 -5.52438
O7 4.83315 2.53207 -1.63910
S4 4.00338 1.48490 -2.23691
O8 3.21821 1.65414 -3.43298
C13 4.93127 -0.08665 -2.43281
C14 4.90804 -0.71070 -1.00975
C15 3.56964 -0.45070 -0.30290
C16 2.98315 0.88905 -0.80724
H25 5.90041 -0.01931 -2.91866
H26 4.25222 -0.61884 -3.10153
H27 5.11379 -1.77898 -1.09004
H28 5.73697 -0.29241 -0.43874
H29 3.74645 -0.38869 0.77003
H30 2.82967 -1.24052 -0.42421
H31 3.11608 1.75809 -0.16693
H32 1.95999 0.92557 -1.17884
O9 -6.19367 0.99513 0.75594
S5 -6.38863 -0.42206 0.64591
O10 -6.84717 -0.93151 -0.61583
C17 -5.01031 -1.26538 1.43537
C18 -5.48049 -1.65734 2.83936
C19 -6.85063 -1.05163 3.15746
C20 -7.67865 -0.92610 1.87267
H33 -4.21224 -0.53069 1.39675
H34 -4.93648 -2.14372 0.79446
H35 -5.58306 -2.71631 3.09660
H36 -4.80294 -1.43371 3.66822
H37 -6.75809 -0.01189 3.49123
H38 -7.43424 -1.53815 3.93813
H39 -8.59748 -0.34967 1.91935
H40 -7.95173 -1.90850 1.47544
O11 -1.53514 0.76441 6.84766
S6 -2.11203 0.64561 5.50235
O12 -2.13031 -0.58379 4.74424
C21 -3.78917 1.43255 5.57275
C22 -3.62528 2.74674 4.77536
C23 -2.58899 2.49380 3.70467
C24 -1.35584 1.85907 4.36103
H41 -4.09847 1.52799 6.60827
H42 -4.43187 0.76877 4.99346
H43 -4.58839 3.12721 4.44081
H44 -3.19128 3.51814 5.41799
H45 -2.32005 3.41938 3.19177
H46 -2.99467 1.88660 2.89001
H47 -0.76678 2.57690 4.93523
H48 -0.60757 1.36569 3.74276
O13 -0.78135 -0.43102 1.64180
S7 -0.13803 -0.15046 0.37362
O14 1.18632 0.42354 0.24881
C25 -0.37634 -1.53845 -0.88424
C26 -1.72805 -1.32934 -1.56244
C27 -2.39344 0.01065 -1.11920
C28 -1.27560 0.90850 -0.60035
H49 -0.21344 -2.50743 -0.42026
H50 0.41711 -1.23584 -1.56808
H51 -1.69078 -1.45341 -2.64422
H52 -2.44121 -2.11961 -1.30890
H53 -3.12847 0.05016 -0.31901
H54 -2.79731 0.50476 -2.00047
H55 -1.55362 1.73751 0.05124
H56 -0.79974 1.36427 -1.47179
C29 -1.32866 3.74687 -5.03132
C30 -0.19808 3.57522 -4.18868
C31 -0.11272 2.27858 -3.86132
N1 -1.21503 1.62230 -4.35299
C32 -1.92040 2.49768 -5.12163
H57 -1.70475 4.65433 -5.47344
H58 0.51691 4.27225 -3.77521
H59 0.69565 1.71431 -3.41898
H60 -1.31151 0.61680 -4.26208
H61 -2.79556 2.17550 -5.66324
C33 -4.20811 2.86500 -1.36307
C34 -4.58249 3.94832 -0.53715
C35 -3.73448 4.99905 -0.78139
N2 -2.90090 4.65660 -1.81960
C36 -3.14673 3.35098 -2.08203
H62 -4.63904 1.87963 -1.36420
H63 -5.40687 3.94963 0.15981
H64 -3.59134 5.99010 -0.37810
H65 -2.30363 5.32614 -2.26371
H66 -2.58513 2.77530 -2.80069
C37 4.46911 -4.51378 0.76729
C38 4.37228 -3.09592 0.86372
C39 3.03206 -2.86775 0.97512
N3 2.33969 -4.02365 1.16864
C40 3.21981 -5.07014 1.01513
H67 5.42175 -4.96467 0.53266
H68 5.20200 -2.42804 0.71188
H69 2.45090 -1.95652 1.04450
H70 1.39480 -4.06567 1.51834
H71 2.84246 -6.07604 0.92922
C41 0.23369 -4.48219 3.71513
C42 -0.67701 -3.64957 3.01685
C43 -1.11527 -4.34680 1.91932
N4 -0.48356 -5.57474 1.88683
C44 0.24421 -5.67643 3.03190
H72 0.74244 -4.16070 4.60811
H73 -0.96975 -2.63153 3.22688
H74 -1.85516 -4.13884 1.16137
H75 -0.48565 -6.15258 1.06740
H76 0.87662 -6.54252 3.16115
C45 0.77159 -4.01214 -2.42534
C46 2.29925 -4.10109 -2.20344
C47 2.68770 -5.30756 -1.34188
C48 2.45733 -6.59271 -2.01899
N5 2.23475 -7.60365 -2.51587
H77 0.54649 -4.64674 -3.28962
H78 0.34271 -3.04330 -2.68593
H79 0.12367 -4.40598 -1.63845
H80 2.52858 -3.15267 -1.71797
H81 2.70428 -4.15179 -3.21194
H82 2.21989 -5.34853 -0.35971
H83 3.77678 -5.29277 -1.24405

Forces on atoms 1 to 3 (eV/Å):
-0.80 -0.46 -0.75
0.10 0.86 1.32
0.88 -0.49 0.02

Löwdin population analysis, charges in e, atoms 1 to 99:
1 O -0.33
2 S 0.71
3 O -0.34
4 C -0.19
5 C -0.22
6 C -0.19
7 C -0.21
8 H 0.10
9 H 0.09
10 H 0.12
11 H 0.12
12 H 0.11
13 H 0.09
14 H 0.10
15 H 0.09
16 O -0.32
17 S 0.71
18 O -0.35
19 C -0.21
20 C -0.24
21 C -0.20
22 C -0.20
23 H 0.11
24 H 0.10
25 H 0.11
26 H 0.12
27 H 0.09
28 H 0.10
29 H 0.05
30 H 0.10
31 O -0.31
32 S 0.71
33 O -0.35
34 C -0.20
35 C -0.21
36 C -0.18
37 C -0.21
38 H 0.11
39 H 0.09
40 H 0.11
41 H 0.11
42 H 0.11
43 H 0.11
44 H 0.10
45 H 0.09
46 O -0.35
47 S 0.72
48 O -0.35
49 C -0.19
50 C -0.20
51 C -0.20
52 C -0.22
53 H 0.10
54 H 0.07
55 H 0.09
56 H 0.12
57 H 0.10
58 H 0.06
59 H 0.06
60 H 0.08
61 O -0.32
62 S 0.65
63 O -0.32
64 C -0.19
65 C -0.20
66 C -0.24
67 C -0.21
68 H 0.09
69 H 0.10
70 H 0.12
71 H 0.10
72 H 0.11
73 H 0.11
74 H 0.11
75 H 0.10
76 O -0.36
77 S 0.70
78 O -0.35
79 C -0.19
80 C -0.21
81 C -0.22
82 C -0.21
83 H 0.10
84 H 0.08
85 H 0.12
86 H 0.12
87 H 0.12
88 H 0.11
89 H 0.10
90 H 0.06
91 O -0.31
92 S 0.75
93 O -0.40
94 C -0.19
95 C -0.18
96 C -0.19
97 C -0.21
98 H 0.07
99 H 0.08